Record 1
Formula: C11H20F2N2P
Source: the OMol25 dataset
Level of theory: ωB97M-V/def2-TZVPD

```
36
Properties=species:S:1:pos:R:3:nbo_charge:R:1
N -0.0392 -1.4128 -3.3274 -1.224
P -0.7789 -1.2433 -1.9830 1.413
N -2.5773 -1.1796 -2.1761 -0.599
C -3.1007 -0.2080 -2.9667 0.112
C -4.4467 -0.0786 -3.1662 -0.296
C -5.2848 -0.9825 -2.5204 0.532
F -6.5746 -0.8886 -2.6676 -0.246
C -4.7778 -1.9829 -1.7239 -0.356
C -3.4131 -2.0359 -1.5749 0.677
F -2.8781 -2.9555 -0.8211 -0.253
H 0.5087 -2.2661 -3.3358 0.408
H -0.5312 -0.0017 -1.3830 -0.011
H -0.5448 -2.2900 -1.0826 0.006
H -2.4084 0.4650 -3.4451 0.262
H -4.8259 0.7022 -3.7994 0.282
H -5.4074 -2.7006 -1.2285 0.289
C 2.4791 -1.3093 0.9521 -0.616
C 1.4538 -0.2645 1.3863 -0.391
C 1.7554 1.1391 0.8612 -0.400
C 3.0746 1.7380 1.3485 -0.399
C 3.2136 1.8315 2.8674 -0.400
C 2.1675 2.7311 3.5198 -0.610
H 3.4731 -1.0787 1.3328 0.220
H 2.2077 -2.2977 1.3266 0.211
H 2.5415 -1.3668 -0.1384 0.192
H 1.3779 -0.2555 2.4754 0.211
H 0.4646 -0.5677 1.0167 0.162
H 0.9299 1.8042 1.1326 0.201
H 1.7737 1.1136 -0.2358 0.189
H 3.1781 2.7389 0.9201 0.208
H 3.9097 1.1559 0.9502 0.204
H 4.2072 2.2216 3.0971 0.213
H 3.1693 0.8342 3.3139 0.192
H 2.2231 3.7451 3.1196 0.206
H 2.3263 2.7878 4.5967 0.219
H 1.1542 2.3584 3.3589 0.192
```

Summary:
**Relative energy (zero: lowest compared OMol25 entry of this formula, charge and spin)**: 0.0 kcal/mol
**Net charge**: +1
**Lowest unoccupied orbital energy**: -4.9 eV
**Kohn-Sham gap**: 8.3 eV

=====

Record 2
Formula: C11H20F3INO3
Source: the OMol25 dataset
Level of theory: ωB97M-V/def2-TZVPD

```
39
Properties=species:S:1:pos:R:3:nbo_charge:R:1
O 1.7488 -4.0077 -2.4994 -0.544
C 1.4821 -3.6111 -3.5960 0.974
O 2.3344 -3.0868 -4.4747 -0.666
I 3.7282 -1.9284 -3.6324 0.519
O 0.2071 -3.7216 -4.1008 -0.516
C -0.4755 -2.5511 -4.2103 1.167
F -0.6141 -2.1740 -5.4657 -0.289
F -1.6857 -2.7109 -3.6827 -0.305
F 0.1316 -1.5663 -3.5345 -0.335
C 0.2448 2.4020 3.3315 -0.617
C -0.2742 3.0247 2.0373 -0.406
C -1.5348 2.3742 1.4584 -0.429
C -1.6669 0.8602 1.4577 -0.206
N -0.7563 0.0108 0.5612 -0.220
C 0.1828 0.7559 -0.3655 -0.218
C 1.5656 0.7515 0.2715 -0.426
C 1.5813 -0.4270 1.2531 -0.433
C 0.1400 -0.9216 1.3747 -0.208
C -1.6633 -0.8454 -0.2796 -0.394
H 0.3112 1.3128 3.2796 0.179
H 1.2432 2.7741 3.5566 0.232
H -0.4010 2.6553 4.1725 0.225
H 0.5164 3.0481 1.2873 0.193
H -0.5008 4.0752 2.2234 0.232
H -1.7245 2.7696 0.4576 0.218
H -2.3838 2.7193 2.0551 0.246
H -2.6814 0.6433 1.1300 0.228
H -1.5966 0.4591 2.4642 0.225
H 0.2113 0.1962 -1.2980 0.229
H -0.2110 1.7431 -0.5832 0.241
H 1.7913 1.6793 0.7887 0.229
H 2.3338 0.6472 -0.4922 0.243
H 1.9774 -0.1216 2.2189 0.238
H 2.2240 -1.2305 0.8997 0.241
H -0.2112 -0.9547 2.4001 0.231
H 0.0394 -1.9179 0.9531 0.231
H -2.2678 -0.1918 -0.9030 0.230
H -2.2905 -1.4346 0.3837 0.231
H -1.0552 -1.4987 -0.8975 0.230
```

Summary:
**Relative energy (zero: lowest compared OMol25 entry of this formula, charge and spin)**: 0.0 kcal/mol
**Net charge**: +1
**Lowest unoccupied orbital energy**: -4.0 eV
**Kohn-Sham gap**: 8.8 eV

=====

Record 3
Formula: C11H20F9MgO13S3
Source: the OMol25 dataset
Level of theory: ωB97M-V/def2-TZVPD

```
57
Properties=species:S:1:pos:R:3:nbo_charge:R:1
Mg 12.6001 -5.9130 17.7366 1.759
C 13.3104 -10.4987 17.4372 0.802
F 13.8338 -10.1771 16.2572 -0.285
F 12.6804 -11.6952 17.3712 -0.298
F 14.2444 -10.5123 18.3735 -0.275
S 11.9236 -9.1771 17.7674 2.209
O 10.7910 -9.5226 16.8831 -0.562
O 11.5220 -9.2715 19.1669 -0.697
O 12.4877 -7.8324 17.5307 -0.918
C 17.0346 -5.5696 18.4952 0.756
F 18.3162 -5.4002 18.0547 -0.299
F 16.9199 -6.4231 19.5655 -0.333
F 16.5236 -4.3908 18.8652 -0.321
S 15.8046 -6.3147 17.1825 2.292
O 14.4202 -5.9843 17.6776 -1.123
O 16.1610 -5.5157 15.9969 -0.973
O 16.0300 -7.7397 17.0211 -0.941
C 7.8472 -5.1149 17.6851 0.798
F 7.5045 -5.8073 18.7207 -0.299
F 6.8064 -5.0787 16.8623 -0.286
F 8.3277 -3.8846 18.1160 -0.338
S 9.4045 -5.9622 16.8134 2.231
O 9.5648 -5.2876 15.5424 -0.960
O 10.6950 -5.8194 17.5655 -1.109
O 9.0955 -7.4416 16.6286 -0.924
C 13.0368 -6.3504 14.7831 -0.287
O 12.5860 -5.5074 15.8375 -0.620
C 12.7236 -4.1265 15.4682 -0.084
C 12.3187 -3.2905 16.6990 -0.093
O 12.8400 -3.9787 17.8624 -0.631
C 13.4521 -3.0930 18.7962 -0.244
H 13.4173 -7.3218 15.0991 0.213
H 13.9742 -5.9877 14.3614 0.201
H 12.4480 -6.4046 13.8674 0.200
H 12.0512 -3.9243 14.6345 0.207
H 13.7591 -3.9470 15.1792 0.205
H 11.2442 -3.1084 16.7142 0.209
H 12.7272 -2.2801 16.6827 0.197
H 14.2129 -2.5733 18.2138 0.191
H 13.9097 -3.6034 19.6436 0.216
H 12.7094 -2.3783 19.1508 0.179
C 13.2175 -6.8661 20.4401 -0.273
O 12.5088 -5.8958 19.6848 -0.634
C 11.3184 -5.3017 20.2847 -0.099
C 10.1852 -6.2489 20.7758 -0.093
O 10.5106 -6.9560 21.9752 -0.570
C 9.5626 -7.8075 22.5916 -0.263
H 13.8277 -6.5177 21.2734 0.201
H 13.7960 -7.4115 19.6945 0.207
H 12.6496 -7.7480 20.7367 0.209
H 10.7576 -4.5554 19.7219 0.233
H 11.6570 -4.8564 21.2202 0.191
H 10.1431 -7.0271 20.0136 0.188
H 9.2042 -5.7908 20.9019 0.192
H 8.8302 -8.3166 21.9651 0.177
H 9.0373 -7.1817 23.3131 0.173
H 9.8735 -8.6982 23.1376 0.197
```

Summary:
**Expectation value of S²**: 0.765
**Lowest unoccupied orbital energy (spin up / spin down)**: 0.2 / -5.8 eV
**Spin multiplicity**: 2
**Kohn-Sham gap (spin up / spin down)**: 10.4 / 4.2 eV

=====

Looking at molar mass for the records above, in order, we have 249.3, 398.2, 651.8 g mol⁻¹.
Looking at energy for the records above, in order, we have -1081.44401, -1308.65244, -3702.61778 Eh.